# C6H10F2NO4P

2 unconnected molecules or ions with the total composition C6H10F2NO4P in a non-equilibrium geometry (the ωB97M-V functional and the def2-TZVPD basis, OMol25).

## Properties
HOMO energy = -7.987 eV
HOMO-LUMO gap = 5.06 eV
net charge = 0
DFT total energy = -1131.18110 a.u.
LUMO = -2.925 eV

Cartesian coordinates (Å):
O1 2.387 -0.031 1.217
C1 2.441 0.226 -0.107
F1 2.614 -0.956 -1.010
N1 2.398 1.600 -0.741
C2 1.755 2.638 0.171
O2 2.403 3.776 0.454
P1 -0.028 2.208 0.804
C3 -0.929 1.434 -0.733
C4 -2.247 0.573 -0.259
F2 -3.476 1.093 -0.961
H1 1.799 1.613 -1.618
H2 0.137 1.208 1.865
H3 -0.725 3.335 1.368
H4 -0.197 0.717 -1.322
H5 -1.266 2.346 -1.385
H6 -2.053 -0.573 -0.480
H7 -2.377 0.765 0.908
C5 -0.248 -3.744 0.430
C6 -0.554 -2.309 0.036
O3 -0.986 -1.575 0.968
O4 -0.336 -2.034 -1.177
H8 -0.456 -3.919 1.489
H9 -0.862 -4.429 -0.162
H10 0.808 -3.962 0.244


# C70H115N7O22

11 unconnected molecules or ions with the total composition C70H115N7O22 in a non-equilibrium geometry (the ωB97M-V functional and the def2-TZVPD basis, OMol25).

## Properties
HOMO energy = -7.833 eV
HOMO-LUMO gap = 6.43 eV
relative energy (zero: lowest compared OMol25 entry of this formula, charge and spin) = 3.420 eV
net charge = 0
DFT total energy = -4774.25883 a.u.
LUMO = -1.403 eV

Cartesian coordinates (Å):
O1 -1.494 4.921 1.055
N1 -1.931 3.882 0.592
O2 -1.212 2.937 0.310
C1 -3.416 3.705 0.416
C2 -4.261 4.819 0.519
C3 -5.588 4.708 0.142
C4 -6.131 3.469 -0.152
C5 -5.330 2.342 -0.278
C6 -3.962 2.475 -0.056
H1 -3.863 5.792 0.767
H2 -6.173 5.596 0.326
H3 -7.163 3.249 -0.382
H4 -5.732 1.376 -0.548
H5 -3.339 1.602 -0.187
O3 -1.274 -3.781 -0.462
N2 -1.548 -3.349 0.707
O4 -2.464 -2.510 0.996
C7 -0.793 -3.927 1.886
C8 -1.010 -3.477 3.144
C9 -0.333 -3.943 4.200
C10 0.630 -4.971 4.043
C11 0.841 -5.453 2.746
C12 0.209 -4.847 1.650
H6 -1.732 -2.691 3.309
H7 -0.588 -3.556 5.176
H8 1.082 -5.427 4.912
H9 1.556 -6.239 2.555
H10 0.265 -5.272 0.659
O5 1.556 -3.700 -2.872
N3 0.765 -2.862 -2.660
O6 -0.215 -2.730 -3.332
C13 0.939 -1.996 -1.463
C14 -0.086 -1.122 -0.969
C15 0.131 -0.367 0.186
C16 1.321 -0.378 0.861
C17 2.299 -1.218 0.448
C18 2.082 -2.040 -0.686
H11 -1.056 -1.043 -1.436
H12 -0.656 0.228 0.625
H13 1.415 0.263 1.725
H14 3.282 -1.282 0.891
H15 2.874 -2.705 -0.999
C19 4.884 0.048 6.457
C20 3.924 0.584 5.404
C21 4.497 1.786 4.633
C22 3.775 -0.512 4.296
C23 2.872 -1.711 4.705
C24 1.545 -1.172 5.212
C25 1.489 -0.010 6.305
C26 0.151 0.755 6.283
C27 1.735 -0.508 7.709
N4 2.566 0.886 5.929
O7 2.511 2.178 6.544
H16 4.809 0.669 7.350
H17 4.730 -0.951 6.864
H18 5.916 0.113 6.110
H19 4.605 2.731 5.164
H20 5.505 1.553 4.290
H21 3.890 1.928 3.739
H22 3.301 -0.192 3.368
H23 4.769 -0.889 4.057
H24 2.646 -2.422 3.910
H25 3.277 -2.202 5.590
H26 1.090 -2.091 5.582
H27 1.082 -0.764 4.314
H28 0.014 1.419 5.429
H29 0.153 1.435 7.134
H30 -0.741 0.129 6.307
H31 1.901 0.371 8.332
H32 2.598 -1.173 7.733
H33 0.790 -0.962 8.007
H34 1.935 2.659 5.946
C28 -4.036 0.027 -2.692
C29 -5.152 -0.486 -3.593
C30 -6.392 0.403 -3.280
C31 -4.687 -0.258 -5.082
C32 -3.893 -1.460 -5.583
C33 -4.747 -2.676 -5.449
C34 -4.961 -3.091 -3.961
C35 -5.914 -4.291 -4.021
C36 -3.691 -3.521 -3.237
N5 -5.590 -1.938 -3.290
O8 -5.722 -2.086 -1.928
H35 -3.450 0.847 -3.107
H36 -4.446 0.340 -1.732
H37 -3.295 -0.719 -2.404
H38 -6.280 1.455 -3.541
H39 -7.224 0.007 -3.864
H40 -6.718 0.228 -2.255
H41 -5.472 0.070 -5.763
H42 -3.984 0.571 -5.159
H43 -3.651 -1.208 -6.615
H44 -2.937 -1.633 -5.089
H45 -4.327 -3.512 -6.008
H46 -5.788 -2.501 -5.722
H47 -5.450 -5.060 -4.639
H48 -6.863 -3.959 -4.443
H49 -6.178 -4.605 -3.011
H50 -3.017 -2.665 -3.260
H51 -3.153 -4.321 -3.745
H52 -3.800 -3.866 -2.208
H53 -6.669 -2.234 -1.878
C37 2.537 3.257 0.746
C38 3.302 4.585 0.832
C39 4.084 4.745 2.135
C40 4.452 4.589 -0.229
C41 4.049 4.882 -1.663
C42 3.363 6.229 -1.675
C43 2.175 6.358 -0.683
C44 1.864 7.873 -0.485
C45 0.885 5.763 -1.405
N6 2.477 5.837 0.671
O9 1.402 5.822 1.515
H54 1.672 3.369 0.092
H55 3.075 2.347 0.479
H56 2.191 3.063 1.761
H57 4.513 5.737 2.279
H58 3.551 4.438 3.034
H59 4.919 4.047 2.194
H60 5.339 5.167 0.028
H61 4.868 3.583 -0.291
H62 4.948 4.923 -2.278
H63 3.332 4.147 -2.028
H64 3.088 6.243 -2.729
H65 4.072 6.996 -1.364
H66 2.623 8.330 0.151
H67 0.893 8.033 -0.016
H68 1.784 8.423 -1.423
H69 -0.031 6.197 -1.004
H70 0.954 4.677 -1.341
H71 0.990 5.968 -2.471
H72 0.834 5.366 0.890
C46 -6.202 3.083 3.677
C47 -5.804 1.668 3.974
C48 -6.377 1.426 5.422
C49 -6.588 0.734 3.002
C50 -6.031 -0.645 2.735
C51 -4.547 -0.408 2.379
C52 -3.752 0.392 3.482
C53 -3.507 -0.440 4.699
C54 -2.354 0.584 2.853
N7 -4.339 1.706 3.745
O10 -3.618 2.507 4.704
H73 -5.907 3.359 2.665
H74 -7.227 3.434 3.797
H75 -5.614 3.794 4.257
H76 -6.192 0.377 5.652
H77 -5.912 2.169 6.070
H78 -7.450 1.590 5.525
H79 -7.560 0.577 3.469
H80 -6.702 1.188 2.017
H81 -6.031 -1.247 3.644
H82 -6.523 -1.152 1.905
H83 -4.522 0.000 1.369
H84 -3.996 -1.310 2.112
H85 -3.434 -1.496 4.438
H86 -4.396 -0.319 5.319
H87 -2.653 -0.224 5.341
H88 -1.694 1.142 3.517
H89 -2.397 1.280 2.015
H90 -1.994 -0.376 2.483
H91 -3.681 1.942 5.478
C55 -1.733 -7.086 -4.471
C56 -0.242 -6.676 -4.385
C57 0.617 -7.777 -3.743
O11 1.725 -7.897 -4.636
C58 1.462 -7.185 -5.739
O12 2.169 -7.157 -6.736
O13 0.224 -6.643 -5.693
H92 -1.906 -7.932 -5.135
H93 -2.435 -6.303 -4.756
H94 -2.196 -7.255 -3.499
H95 -0.068 -5.778 -3.792
H96 0.166 -8.760 -3.602
H97 0.938 -7.477 -2.746
C59 8.924 2.494 1.316
C60 7.404 2.368 1.031
C61 7.063 1.897 -0.353
O14 6.154 0.829 -0.073
C62 6.083 0.566 1.207
O15 5.518 -0.429 1.767
O16 6.935 1.345 1.905
H98 9.314 3.476 1.049
H99 9.466 1.709 0.789
H100 9.289 2.399 2.339
H101 6.911 3.263 1.409
H102 7.863 1.450 -0.943
H103 6.684 2.704 -0.980
C63 -0.592 -3.964 -7.385
C64 0.391 -2.836 -7.049
C65 1.757 -3.324 -6.578
O17 2.728 -2.602 -7.346
C66 2.074 -2.071 -8.360
O18 2.625 -1.480 -9.270
O19 0.759 -2.366 -8.298
H104 -1.040 -4.408 -6.496
H105 -0.029 -4.767 -7.861
H106 -1.378 -3.679 -8.085
H107 -0.007 -2.144 -6.307
H108 1.878 -4.386 -6.790
H109 1.903 -3.267 -5.499
C67 4.446 -0.694 -2.728
C68 5.648 0.071 -3.232
C69 6.142 -0.173 -4.639
O20 6.038 1.160 -5.213
C70 5.773 2.097 -4.333
O21 5.778 3.318 -4.578
O22 5.421 1.494 -3.179
H110 3.612 -0.610 -3.426
H111 4.030 -0.444 -1.752
H112 4.643 -1.765 -2.768
H113 6.565 -0.196 -2.709
H114 5.495 -0.949 -5.047
H115 7.178 -0.506 -4.575